(1)
{"formula": "C19H31N4O2PrS2Si", "method": "the ωB97M-V functional and the def2-TZVPD basis", "species": ["Pr", "C", "Si", "C", "C", "C", "C", "C", "C", "N", "C", "S", "H", "H", "H", "H", "H", "H", "H", "H", "H", "H", "H", "H", "N", "N", "C", "N", "S", "H", "H", "H", "H", "H", "C", "C", "C", "C", "C", "C", "C", "O", "C", "C", "C", "H", "H", "H", "H", "H", "H", "H", "H", "H", "H", "H", "H", "O", "H", "H"], "positions_angstrom": [[1.50841, 1.00177, -0.93706], [-3.80371, -1.80773, 0.15381], [-4.10173, 0.01097, 0.01317], [-3.91143, 0.87635, 1.63585], [-5.79571, 0.33594, -0.65406], [-2.86433, 0.73343, -1.25803], [-3.33628, 1.31813, -2.43006], [-2.48293, 1.84892, -3.40250], [-1.13751, 1.78443, -3.16855], [-0.64030, 1.23056, -2.04651], [-1.46589, 0.70816, -1.11808], [-0.65129, -0.05552, 0.27038], [-4.58082, -2.25986, 0.77613], [-2.83470, -2.02823, 0.60607], [-3.84676, -2.28303, -0.82955], [-4.67672, 0.51255, 2.32781], [-4.06304, 1.95296, 1.51842], [-2.93478, 0.70197, 2.09173], [-6.53663, -0.05567, 0.04850], [-5.96936, -0.16152, -1.61226], [-5.99475, 1.40471, -0.77101], [-4.40467, 1.36238, -2.60550], [-2.85999, 2.28831, -4.31497], [-0.41576, 2.16312, -3.88441], [1.29473, 3.74970, -1.24039], [2.51393, 4.41712, -1.46628], [3.49239, 3.80522, -2.16718], [4.55249, 4.54291, -2.46386], [3.41431, 2.18437, -2.68210], [0.64821, 3.96907, -1.99934], [0.89897, 4.09799, -0.37023], [2.50080, 5.42771, -1.41176], [4.64833, 5.50797, -2.18789], [5.30553, 4.12254, -2.98531], [-0.11410, -4.95492, 1.95346], [0.85211, -3.83367, 1.70840], [1.02715, -3.30987, 0.42752], [1.89962, -2.27560, 0.18151], [2.12693, -1.92901, -1.27653], [2.62876, -1.72439, 1.26933], [3.42843, -0.54846, 1.14481], [3.30616, 0.31044, 0.23807], [2.51643, -2.29249, 2.56925], [3.32304, -1.84300, 3.76738], [1.61427, -3.32189, 2.75554], [-0.64702, -5.23799, 1.04852], [-0.84467, -4.66411, 2.71031], [0.41386, -5.83150, 2.33317], [0.48146, -3.74823, -0.40095], [2.27488, -2.85881, -1.82428], [3.02210, -1.33770, -1.45363], [1.24009, -1.49122, -1.74981], [4.18292, -0.35025, 1.90534], [3.57682, -0.78652, 3.78294], [4.25508, -2.40943, 3.82281], [2.76952, -2.05081, 4.68057], [1.49723, -3.74303, 3.74782], [1.28243, 2.26715, 1.36612], [0.53744, 1.87958, 1.85325], [1.87999, 2.67807, 2.00409]], "forces_ev_per_angstrom": [[-0.49, 0.99, 0.23], [0.08, -0.32, 0.01], [0.12, 0.05, -0.12], [0.08, 0.18, 0.26], [-0.24, 0.03, -0.16], [0.03, 0.10, -0.07], [-0.01, 0.02, -0.02], [-0.11, -0.03, 0.06], [0.04, -0.01, 0.03], [-0.16, -0.11, -0.29], [-0.14, -0.04, -0.02], [-0.32, 0.01, 0.02], [0.03, 0.00, -0.02], [-0.05, -0.02, -0.03], [0.01, -0.03, 0.05], [0.05, 0.02, -0.02], [0.03, -0.03, 0.06], [-0.06, 0.04, -0.01], [0.03, 0.02, -0.03], [-0.03, 0.05, 0.04], [-0.03, -0.05, -0.02], [0.01, 0.00, 0.01], [-0.03, -0.01, 0.03], [0.02, -0.02, 0.01], [0.02, -0.06, -0.15], [-0.12, -0.06, 0.08], [0.04, -0.06, -0.09], [0.02, -0.06, -0.03], [0.27, 0.32, -0.29], [-0.04, -0.03, 0.10], [0.03, -0.06, -0.03], [0.01, -0.03, -0.02], [0.01, 0.01, 0.00], [0.00, 0.01, 0.01], [0.05, 0.08, 0.00], [-0.13, -0.14, -0.01], [-0.01, -0.10, 0.01], [0.06, -0.07, -0.04], [0.15, -0.16, 0.13], [0.08, 0.08, 0.09], [0.03, 0.07, -0.21], [0.81, -0.64, 0.71], [0.00, -0.03, 0.11], [-0.04, -0.02, -0.06], [-0.01, 0.02, 0.04], [0.02, 0.01, 0.00], [0.01, -0.01, 0.00], [-0.01, 0.01, 0.01], [0.01, 0.00, 0.04], [0.00, 0.02, -0.08], [0.12, 0.11, -0.05], [-0.21, 0.05, 0.00], [0.03, 0.01, 0.05], [-0.05, 0.01, -0.02], [0.01, 0.01, -0.04], [0.00, -0.03, -0.01], [0.00, 0.00, -0.03], [0.00, -0.05, -0.17], [0.03, 0.04, -0.06], [-0.05, -0.08, 0.00]], "multiplicity": 3, "charge": 2, "s_squared": 2.0026}

(2)
{"formula": "C10H18N3O", "method": "the ωB97M-V functional and the def2-TZVPD basis", "species": ["C", "C", "C", "N", "N", "N", "H", "H", "H", "H", "H", "H", "H", "H", "H", "H", "C", "C", "C", "C", "C", "C", "C", "O", "H", "H", "H", "H", "H", "H", "H", "H"], "positions_angstrom": [[-0.17850, -1.38578, 1.52046], [-0.22059, -2.87318, 1.34070], [-2.23813, -0.02629, 1.83622], [-1.16595, -0.68419, 2.41237], [-3.34997, -0.62727, 1.21271], [-2.25362, 1.28534, 1.99552], [0.81168, -1.20734, 2.14087], [-0.05493, -0.90502, 0.55198], [0.79503, -3.24529, 1.18625], [-0.62021, -3.20277, 0.39360], [-1.28917, -1.30074, 3.18927], [-3.37672, -1.52706, 0.96015], [-4.17215, -0.08014, 0.95245], [-1.43448, 1.85526, 2.53226], [-2.97152, 1.87484, 1.39059], [-0.61599, -3.43454, 2.15105], [-0.87444, 0.13529, -2.21212], [0.67094, 1.91659, -1.00705], [0.45117, 0.73017, -1.83602], [2.00360, 2.20177, -0.68466], [3.03953, 1.52460, -1.30827], [1.61611, -0.01409, -2.22681], [2.91110, 0.39210, -2.24688], [4.31376, 2.07270, -1.10106], [-0.17193, 2.58869, -0.77757], [2.33699, 3.15947, -0.24969], [-1.74853, 0.49804, -1.60613], [-0.87562, -0.94778, -1.80867], [1.36877, -0.90307, -2.82427], [4.40574, 2.28990, -0.16330], [3.80616, -0.17183, -2.35741], [-0.91814, 0.01162, -3.35656]], "forces_ev_per_angstrom": [[3.13, 0.97, 1.79], [0.51, -0.53, -1.18], [-2.36, -0.71, -0.05], [0.41, -0.55, -1.66], [2.12, 5.56, 2.15], [0.16, 3.02, -0.87], [-1.75, -0.02, -1.53], [-0.16, 0.46, 0.18], [0.23, 0.30, 0.45], [-1.04, 0.03, -0.17], [-1.01, -0.04, 0.58], [0.33, -4.13, -0.84], [0.60, -0.11, 0.14], [-2.64, -2.28, -1.84], [2.10, -1.50, 1.99], [-0.55, -0.41, 0.75], [-0.18, -2.20, 0.34], [-0.45, -2.37, -1.83], [1.75, 1.53, 2.02], [-0.06, 0.86, -1.05], [1.47, -0.29, -1.07], [-2.32, -0.70, -2.25], [-0.20, 3.22, 4.89], [-0.50, -1.01, -0.07], [0.54, -0.43, 0.15], [-0.61, -0.61, 0.19], [0.59, 0.49, -1.37], [0.22, 1.20, -0.83], [0.11, 0.04, 0.38], [-0.01, 0.10, -0.27], [0.31, -0.44, -0.99], [-0.75, 0.57, 1.85]], "charge": 1}

(3)
{"formula": "C72H57Cl3N10OPS4Y", "method": "the ωB97M-V functional and the def2-TZVPD basis", "species": ["Y", "C", "N", "C", "N", "C", "C", "C", "C", "C", "C", "C", "C", "C", "C", "C", "C", "C", "C", "P", "C", "N", "C", "C", "N", "C", "C", "C", "C", "C", "C", "C", "C", "C", "C", "C", "C", "C", "C", "N", "C", "C", "N", "C", "C", "C", "C", "C", "C", "C", "C", "C", "C", "C", "C", "C", "H", "H", "H", "H", "H", "H", "H", "H", "H", "H", "H", "H", "H", "H", "H", "H", "H", "H", "H", "H", "H", "H", "H", "H", "H", "H", "H", "H", "H", "H", "H", "H", "H", "H", "H", "H", "H", "H", "H", "Cl", "C", "C", "C", "C", "C", "C", "N", "C", "C", "N", "C", "O", "C", "C", "C", "Cl", "S", "C", "C", "C", "Cl", "C", "H", "H", "H", "H", "H", "H", "H", "H", "H", "H", "H", "H", "H", "S", "C", "S", "C", "N", "N", "C", "C", "C", "C", "C", "C", "S", "H", "H", "H", "H", "H"], "positions_angstrom": [[0.88209, -0.01379, -0.01118], [0.58370, 5.70941, 0.87091], [0.64139, 4.46609, 0.10656], [0.90469, 3.23344, 0.58888], [0.84423, 2.34285, -0.39833], [0.52693, 3.02581, -1.54428], [0.37136, 4.35670, -1.23857], [0.09987, 5.50178, -2.12192], [-0.98547, 6.34665, -1.90283], [-1.22563, 7.40551, -2.76544], [-0.38733, 7.62393, -3.84932], [0.69466, 6.78230, -4.07309], [0.93910, 5.72400, -3.21349], [0.33608, 2.32181, -2.81491], [-0.76053, 2.59398, -3.62683], [-0.95847, 1.86893, -4.79098], [-0.06293, 0.87447, -5.16039], [1.04354, 0.61087, -4.36695], [1.24109, 1.33204, -3.19867], [1.38624, 2.91535, 2.31045], [0.28007, 1.54775, 2.77905], [0.14417, 0.34633, 2.20901], [-0.61657, -0.41440, 3.06370], [-0.95234, 0.34194, 4.16007], [-0.37721, 1.57370, 3.95693], [-0.53591, 2.73459, 4.83205], [-1.78409, -0.00443, 5.32206], [-3.07546, -0.48656, 5.12182], [-3.86010, -0.83732, 6.20838], [-3.36299, -0.71042, 7.49835], [-2.07568, -0.23275, 7.70285], [-1.28689, 0.11885, 6.61867], [-0.94556, -1.83294, 2.84890], [-0.56492, -2.76558, 3.81605], [-0.90463, -4.10005, 3.67366], [-1.64289, -4.51500, 2.57099], [-2.02906, -3.59016, 1.61207], [-1.67716, -2.25295, 1.74279], [2.86570, 1.89976, 1.98152], [2.96074, 0.82212, 1.20371], [4.25150, 0.36775, 1.32081], [4.93945, 1.16931, 2.20040], [4.04689, 2.13608, 2.59854], [4.35262, 3.23917, 3.50579], [6.35478, 1.14391, 2.60547], [7.34452, 1.18773, 1.62465], [8.68203, 1.15537, 1.98406], [9.04128, 1.07980, 3.32321], [8.06026, 1.03268, 4.30359], [6.72069, 1.06298, 3.94728], [4.76083, -0.80916, 0.60359], [4.54788, -0.94229, -0.76508], [5.05877, -2.03113, -1.45619], [5.78571, -2.99881, -0.78046], [6.00311, -2.87349, 0.58653], [5.49732, -1.78465, 1.27593], [1.28667, 5.66698, 1.69788], [-0.42038, 5.86937, 1.26112], [0.84659, 6.53543, 0.21654], [-1.65758, 6.16475, -1.07172], [-2.07321, 8.05561, -2.59471], [-0.57871, 8.44844, -4.52297], [1.35123, 6.95279, -4.91574], [1.78181, 5.06475, -3.38312], [-1.47214, 3.35473, -3.33161], [-1.81889, 2.07845, -5.41261], [-0.21903, 0.30970, -6.07063], [1.75074, -0.14566, -4.67993], [2.15624, 1.20119, -2.61713], [-1.41115, 2.57711, 5.45462], [-0.68784, 3.62897, 4.23470], [0.33689, 2.86381, 5.46989], [-3.46260, -0.57812, 4.11413], [-4.86494, -1.20463, 6.04820], [-3.97825, -0.98296, 8.34514], [-1.68172, -0.13901, 8.70608], [-0.27435, 0.47077, 6.78219], [-0.00400, -2.43852, 4.68316], [-0.60553, -4.81422, 4.42942], [-1.93107, -5.55269, 2.46837], [-2.65099, -3.89760, 0.78097], [-2.02848, -1.53514, 1.01199], [5.41404, 3.45967, 3.44199], [4.10902, 2.97602, 4.53396], [3.78745, 4.12093, 3.21902], [7.05918, 1.24555, 0.58120], [9.44529, 1.19394, 1.21843], [10.08606, 1.05507, 3.60237], [8.33851, 0.96506, 5.34679], [5.95794, 1.00218, 4.71532], [4.04097, -0.14108, -1.29817], [4.91127, -2.11746, -2.52482], [6.19300, -3.84384, -1.31946], [6.57247, -3.62594, 1.11588], [5.66847, -1.68862, 2.34062], [-0.22774, -0.90881, -7.40406], [-0.34167, -2.20875, -6.26835], [-1.25918, -2.14899, -5.23407], [-1.33786, -3.20480, -4.34054], [-0.50785, -4.31529, -4.43954], [-0.57255, -5.45372, -3.43388], [0.64629, -5.43475, -2.48357], [1.09104, -4.08659, -2.13229], [1.83229, -3.30111, -2.98357], [1.97315, -2.10649, -2.37058], [1.34101, -2.14257, -1.14302], [0.84210, -3.36784, -1.02863], [-1.82289, -5.54043, -2.78864], [-2.02067, -4.86807, -1.55004], [-3.48368, -4.88553, -1.25522], [-4.11523, -5.92267, -0.63591], [-3.38440, -7.35745, -0.04676], [-5.80629, -5.68247, -0.49802], [-5.68808, -4.16415, -1.28082], [-4.40982, -3.86926, -1.63142], [0.39355, -4.34436, -5.50232], [1.48434, -5.68521, -5.70135], [0.48640, -3.30842, -6.41702], [-1.91132, -1.29267, -5.13040], [-2.08135, -3.16524, -3.55885], [-0.49256, -6.39059, -3.98767], [1.47381, -5.91253, -3.00232], [0.43280, -6.00013, -1.57863], [2.18167, -3.65545, -3.93785], [2.48930, -1.23747, -2.73575], [0.27192, -3.73256, -0.18793], [-1.65523, -3.83528, -1.57657], [-1.48779, -5.40144, -0.75378], [-6.57750, -3.57668, -1.44237], [-4.12751, -2.95367, -2.13397], [1.19026, -3.36253, -7.23559], [-4.31155, 3.56677, 1.69023], [-3.87553, 2.37941, 0.63199], [-2.19543, 1.91878, 0.49398], [-2.60725, 0.66394, -0.66517], [-3.86131, 0.62689, -0.91091], [-4.57444, 1.58062, -0.21479], [-5.99265, 1.59274, -0.46361], [-6.78417, 2.68726, -0.14398], [-8.14655, 2.64531, -0.40779], [-8.72608, 1.52983, -0.98670], [-7.92560, 0.44393, -1.31293], [-6.56659, 0.46816, -1.05636], [-1.43532, -0.40913, -1.36767], [-6.35952, 3.57319, 0.29748], [-8.75307, 3.50443, -0.15444], [-9.78895, 1.50490, -1.18516], [-8.36062, -0.43258, -1.77480], [-5.94855, -0.37607, -1.31587]], "forces_ev_per_angstrom": [[0.14, -0.34, -0.20], [-0.02, 0.06, 0.05], [-0.27, -0.03, 0.05], [0.13, 0.13, 0.00], [0.20, -0.31, 0.00], [-0.31, 0.03, 0.07], [0.21, -0.01, -0.08], [0.02, 0.01, -0.03], [-0.04, -0.03, 0.02], [-0.02, 0.01, 0.01], [0.03, -0.02, -0.01], [-0.02, 0.02, 0.00], [-0.03, -0.02, 0.03], [0.07, -0.03, -0.11], [-0.09, 0.02, 0.06], [0.10, 0.03, 0.15], [-0.01, 0.50, 0.58], [-0.11, 0.09, 0.07], [0.17, 0.05, 0.10], [0.07, -0.13, -0.17], [0.01, 0.04, 0.19], [0.05, -0.03, -0.06], [-0.09, 0.04, 0.08], [-0.03, 0.01, -0.09], [-0.07, 0.03, -0.07], [-0.01, 0.06, 0.06], [0.02, 0.01, 0.06], [0.02, 0.01, -0.04], [-0.03, -0.01, 0.02], [0.02, 0.01, -0.02], [0.02, 0.01, 0.00], [0.00, -0.03, 0.00], [0.09, -0.09, 0.01], [0.06, 0.00, -0.03], [0.00, -0.02, -0.02], [0.04, 0.03, -0.01], [-0.04, -0.04, -0.03], [-0.08, 0.04, 0.06], [0.08, 0.05, 0.14], [-0.27, 0.01, -0.29], [0.02, -0.09, 0.16], [0.01, 0.09, -0.10], [-0.03, -0.02, 0.01], [0.01, 0.04, 0.05], [0.04, -0.01, -0.01], [-0.04, -0.01, 0.00], [0.01, 0.00, 0.00], [-0.01, 0.00, -0.02], [0.00, -0.01, 0.02], [-0.02, -0.02, 0.02], [0.00, -0.07, -0.07], [0.05, 0.12, 0.04], [0.05, -0.02, -0.01], [-0.02, 0.01, 0.00], [0.01, -0.01, 0.00], [-0.08, -0.02, 0.01], [0.02, -0.03, -0.01], [-0.01, -0.02, -0.02], [0.02, -0.02, -0.02], [0.00, -0.01, 0.00], [0.00, 0.00, 0.00], [0.00, 0.00, 0.01], [-0.01, 0.00, 0.00], [-0.01, 0.01, -0.01], [0.01, 0.03, 0.02], [-0.03, 0.01, -0.01], [0.10, 1.10, 1.18], [0.06, -0.03, 0.00], [-0.02, -0.03, 0.01], [-0.02, -0.02, -0.02], [-0.01, -0.01, -0.03], [0.01, -0.03, -0.01], [0.00, 0.00, 0.01], [0.01, 0.00, 0.00], [0.00, 0.00, 0.00], [-0.02, 0.00, 0.00], [-0.01, 0.00, -0.01], [-0.01, 0.01, 0.00], [-0.01, 0.00, -0.01], [-0.02, -0.03, 0.00], [0.00, 0.03, 0.04], [0.00, 0.00, 0.02], [0.01, -0.01, -0.03], [0.00, -0.03, -0.01], [-0.01, -0.01, -0.03], [0.02, 0.01, 0.00], [0.00, -0.01, 0.01], [-0.01, 0.00, 0.00], [0.00, 0.00, -0.01], [0.00, 0.01, -0.01], [-0.01, -0.02, -0.02], [0.01, 0.01, 0.02], [0.01, 0.00, 0.01], [0.00, 0.01, -0.01], [0.01, 0.01, 0.00], [-0.07, -1.67, -2.02], [-0.02, -0.18, 0.12], [-0.06, 0.06, -0.01], [0.02, -0.05, 0.01], [-0.11, -0.10, -0.14], [0.02, 0.01, 0.05], [-0.09, -0.03, -0.05], [0.29, -0.09, 0.15], [0.04, 0.10, -0.02], [-0.05, 0.02, -0.07], [0.15, 0.44, 0.34], [-0.24, 0.14, -0.16], [-0.05, 0.14, -0.09], [0.00, -0.08, 0.00], [0.04, -0.06, -0.11], [-0.14, 0.02, 0.00], [0.04, 0.02, 0.03], [0.08, 0.00, 0.00], [-0.05, -0.04, 0.02], [0.02, 0.06, 0.03], [-0.15, 0.09, -0.06], [-0.01, -0.03, -0.04], [0.07, 0.00, -0.06], [-0.02, -0.04, 0.01], [-0.02, -0.01, 0.03], [0.00, -0.02, -0.01], [0.04, -0.02, 0.11], [0.04, 0.03, 0.00], [0.04, 0.00, 0.13], [-0.02, 0.03, 0.03], [0.01, -0.01, 0.00], [-0.07, 0.01, -0.06], [0.01, 0.05, 0.03], [0.02, 0.01, 0.00], [0.02, 0.01, 0.01], [0.00, -0.01, 0.00], [0.04, 0.07, 0.10], [0.10, -0.14, 0.01], [-0.26, -0.08, -0.23], [0.11, 0.41, 0.37], [-0.20, -0.11, -0.21], [0.07, 0.10, 0.00], [-0.10, -0.13, -0.01], [0.03, 0.13, -0.04], [-0.02, -0.02, -0.01], [0.02, 0.00, 0.01], [-0.01, 0.01, 0.00], [0.07, 0.00, 0.08], [0.30, -0.01, 0.11], [0.00, -0.06, -0.02], [0.00, 0.00, 0.00], [0.01, 0.00, 0.00], [0.00, 0.00, 0.00], [0.02, -0.02, 0.00]], "charge": 2}

Respective energy values: -2714.63808 -631.02644 -6753.49548 Ha.
Respective relative energy (zero: lowest compared OMol25 entry of this formula, charge and spin) values: 37.9 383.0 0.0 kJ/mol.